Record 1
{
  "formula": "C4H10N",
  "method": "ωB97M-V/def2-TZVPD",
  "symbols": ["C", "C", "C", "C", "N", "H", "H", "H", "H", "H", "H", "H", "H", "H", "H"],
  "coordinates": [[-0.76682, -2.06414, -0.55881], [-0.77081, -0.55616, -0.95566], [-0.64467, 0.45994, 0.26286], [1.55295, 1.74369, 0.49093], [0.74213, 0.63804, 0.78694], [-1.82949, -2.45280, -0.53296], [-0.52225, -2.06750, 0.50238], [-0.10603, -2.77805, -1.02687], [-1.64086, -0.28258, -1.57399], [-0.03402, -0.48665, -1.66096], [-1.30458, 0.24918, 1.22094], [-0.78981, 1.52659, -0.10442], [1.11798, 2.72471, 0.06420], [2.53863, 1.85553, 0.98980], [1.15164, -0.25471, 1.17736]],
  "nbo_charge": [-0.62, -0.43, -0.23, 0.12, -0.41, 0.24, 0.19, 0.24, 0.25, 0.23, 0.26, 0.22, 0.25, 0.25, 0.45],
  "energy_ev": -5791.3242,
  "total_charge": 1,
  "e_lumo_ev": -6.08,
  "gap_ev": 9.699,
  "smiles": "C=[NH+]CCC"
}

---

Record 2
{
  "formula": "C28H32Cl5IrNOPSbSe2",
  "method": "ωB97M-V/def2-TZVPD",
  "symbols": ["Ir", "Se", "P", "Se", "C", "C", "C", "C", "C", "C", "C", "C", "C", "C", "C", "C", "H", "H", "H", "H", "H", "H", "H", "H", "H", "H", "Cl", "C", "C", "Cl", "C", "Cl", "C", "O", "C", "Cl", "C", "Cl", "N", "C", "H", "C", "C", "C", "Sb", "C", "C", "C", "C", "C", "C", "H", "H", "H", "H", "H", "H", "H", "H", "H", "H", "H", "H", "H", "H", "H", "H", "H", "H", "H", "H", "H"],
  "coordinates": [[2.28619, 0.65906, 0.54718], [0.53359, 1.56696, 2.23478], [-0.34581, 2.92116, 0.71168], [0.10749, 1.96506, -1.21262], [-2.13921, 3.11786, 0.92198], [-2.85011, 2.16796, 1.64788], [-4.22101, 2.29286, 1.77838], [-4.87851, 3.36356, 1.19248], [-4.17091, 4.29406, 0.44558], [-2.80131, 4.16946, 0.29378], [0.57129, 4.49266, 0.86328], [-0.03021, 5.67066, 1.28888], [0.73929, 6.81646, 1.41238], [2.09539, 6.78676, 1.12888], [2.69739, 5.60446, 0.71988], [1.93609, 4.45846, 0.58938], [-2.33221, 1.34416, 2.12208], [-4.77831, 1.56166, 2.34158], [-5.94511, 3.47096, 1.31658], [-4.68791, 5.12006, -0.01902], [-2.25471, 4.88546, -0.30142], [-1.07881, 5.69936, 1.54368], [0.27199, 7.73416, 1.73388], [2.68939, 7.67966, 1.24718], [3.75559, 5.57936, 0.50598], [2.40619, 3.51736, 0.29978], [2.39689, -3.52964, 6.49478], [2.16699, -2.88344, 4.93758], [2.93479, -1.79444, 4.49758], [4.08389, -1.08104, 5.54428], [2.74529, -1.30094, 3.21498], [3.72009, -0.00424, 2.66998], [1.78229, -1.83054, 2.31568], [1.57389, -1.33324, 1.14898], [1.03829, -2.93894, 2.79578], [-0.10781, -3.66074, 1.75818], [1.21459, -3.44934, 4.07238], [0.25599, -4.75734, 4.60468], [4.55799, 1.76166, -1.33212], [3.67269, 1.39076, -0.67922], [5.31259, 2.05906, -1.91602], [-0.66731, -4.61554, -3.24482], [0.18619, -4.61904, -2.00762], [-0.25331, -5.61574, -0.96892], [0.22509, -2.50344, -1.10442], [-1.80451, -1.47914, -0.97272], [-2.38371, -1.58554, 0.41928], [-2.75331, -1.99174, -2.02892], [1.21619, -1.26844, -2.74202], [2.34179, -2.07294, -3.35752], [0.21619, -0.77584, -3.76502], [-0.54971, -5.57614, -3.74942], [-0.36751, -3.84374, -3.94912], [-1.71931, -4.49814, -3.00392], [1.23749, -4.76014, -2.25732], [-1.24291, -5.38414, -0.57982], [0.45049, -5.67444, -0.14142], [-0.30811, -6.60164, -1.42972], [-1.52251, -0.44364, -1.18272], [-2.62461, -2.61724, 0.67188], [-3.30931, -1.00914, 0.46558], [-1.69741, -1.19234, 1.16898], [-3.07231, -3.00754, -1.81252], [-2.32431, -1.95314, -3.02582], [-3.64481, -1.36374, -2.02982], [1.61889, -0.41624, -2.17702], [1.95749, -2.88774, -3.96632], [3.00179, -2.48794, -2.59652], [2.93869, -1.43494, -4.00782], [-0.21081, -1.59604, -4.34022], [0.72699, -0.11114, -4.46112], [-0.58571, -0.20064, -3.30502]],
  "lowdin_charge": [0.60, 0.39, 0.28, 0.40, -0.41, -0.11, -0.06, -0.05, -0.05, -0.09, -0.41, -0.08, -0.05, -0.05, -0.06, -0.13, 0.06, 0.11, 0.12, 0.12, 0.11, 0.10, 0.12, 0.12, 0.11, 0.03, 0.76, -0.70, -0.69, 0.76, -0.59, 0.77, -0.50, -0.38, -0.57, 0.79, -0.69, 0.75, 0.19, -0.30, 0.12, -0.10, -0.47, -0.16, 1.83, -0.49, -0.15, -0.11, -0.51, -0.13, -0.12, 0.11, 0.06, 0.08, 0.09, 0.08, 0.06, 0.10, 0.02, 0.07, 0.10, 0.06, 0.08, 0.06, 0.11, 0.01, 0.08, 0.08, 0.10, 0.07, 0.11, 0.04],
  "energy_ev": -245044.8414,
  "total_charge": 2,
  "e_lumo_ev": [-9.06, -8.63],
  "gap_ev": [3.861, 4.395],
  "spin_multiplicity": 2
}

---

Record 3
{
  "formula": "C4H8O2",
  "method": "ωB97M-V/def2-TZVPD",
  "symbols": ["C", "C", "O", "H", "H", "H", "H", "C", "C", "O", "H", "H", "H", "H"],
  "coordinates": [[2.64153, 1.21883, 0.03105], [1.79796, 1.44102, -0.95762], [0.43162, 1.16058, -0.78921], [3.71845, 1.15591, 0.01573], [2.19474, 1.00294, 0.99701], [1.97060, 1.71211, -1.99116], [0.02414, 1.88966, -0.32766], [-2.35692, -0.66375, 0.48216], [-1.79042, -1.78335, 0.04692], [-0.80985, -2.51081, 0.63059], [-3.21588, -0.21599, 0.00264], [-1.99930, -0.01207, 1.27356], [-2.18625, -2.37775, -0.77051], [-0.42040, -2.01732, 1.35649]],
  "nbo_charge": [-0.47, 0.12, -0.72, 0.21, 0.20, 0.18, 0.48, -0.55, 0.17, -0.67, 0.21, 0.19, 0.18, 0.47],
  "energy_ev": -8370.3721,
  "e_lumo_ev": 0.89,
  "gap_ev": 9.834,
  "smiles": "C=CO.C=CO"
}

---

Record 4
{
  "formula": "C3H8O3",
  "method": "ωB97M-V/def2-TZVPD",
  "symbols": ["C", "C", "C", "H", "H", "H", "H", "H", "H", "H", "H", "O", "O", "O"],
  "coordinates": [[-1.56252, 1.33430, 0.61997], [1.25304, -0.43814, -0.83370], [1.07034, -1.90595, -0.65713], [-0.74967, 0.59763, 2.49524], [-2.35536, 2.09120, 0.41125], [-0.91086, 1.50289, -0.24503], [-1.89312, 0.33216, 0.34856], [0.53972, 1.20123, -0.50801], [1.98161, -2.34276, -1.12896], [0.98164, -2.15308, 0.41405], [0.14238, -2.17742, -1.16625], [-1.00987, 1.56101, 1.83993], [2.25567, 0.09219, -1.27648], [0.25700, 0.30475, -0.31343]],
  "nbo_charge": [-0.21, 0.79, -0.73, 0.47, 0.15, 0.14, 0.17, 0.50, 0.25, 0.24, 0.24, -0.72, -0.60, -0.69],
  "energy_ev": -9380.7862,
  "e_lumo_ev": 0.42,
  "gap_ev": 10.097,
  "smiles": "CC(=O)O.CO"
}